No. 1
C23H52ClN4 | ωB97M-V/def2-TZVPD

For the HOMO energy, the calculation gives -12.7 eV. Its charge is +1. For the LUMO energy, the calculation gives -3.38 eV. The frontier orbital gap is 9.3 eV.

XYZ file:
```
80
Properties=species:S:1:pos:R:3:forces:R:3
N 0.453 1.817 0.068 0.48 0.17 -0.13
C -0.307 2.726 -0.594 -0.18 0.10 0.08
N -1.345 2.498 -1.397 -0.04 -0.07 -0.19
C -1.748 3.683 -1.849 0.25 0.09 0.29
C -2.882 3.957 -2.761 -0.01 -0.03 -0.12
C -4.234 3.606 -2.129 -0.04 0.08 0.02
C -4.478 4.330 -0.818 0.12 -0.07 0.04
Cl -4.610 6.095 -1.073 0.04 0.05 0.01
N -0.991 4.650 -1.311 -0.05 0.06 -0.15
N -0.063 4.051 -0.537 -0.18 -0.19 0.14
H 0.358 1.630 1.051 -0.04 0.10 0.03
H 1.035 1.202 -0.479 -0.27 -0.28 0.02
H -2.866 5.010 -3.046 -0.01 -0.01 0.00
H -2.729 3.365 -3.664 0.00 -0.01 0.00
H -5.005 3.890 -2.846 -0.07 -0.07 0.03
H -4.319 2.531 -1.963 0.11 0.00 0.02
H -5.386 3.984 -0.334 -0.09 0.09 -0.06
H -3.654 4.195 -0.116 -0.06 -0.10 0.01
H -1.049 5.653 -1.426 -0.02 -0.01 0.04
H 0.647 4.552 -0.022 0.01 0.01 -0.04
C 2.476 2.171 -4.116 -0.03 0.00 -0.03
C 1.167 1.442 -3.829 0.17 0.08 0.10
C 1.365 0.022 -3.301 -0.07 -0.01 0.04
C 2.073 -0.934 -4.262 0.00 0.00 0.00
C 1.381 -1.095 -5.615 -0.01 -0.01 0.00
C -0.037 -1.647 -5.514 0.01 0.01 0.00
H 3.045 1.676 -4.903 0.00 0.00 0.00
H 2.300 3.197 -4.443 0.00 0.00 0.00
H 3.109 2.205 -3.226 0.01 -0.01 0.00
H 0.545 1.437 -4.728 -0.03 -0.06 0.02
H 0.605 2.003 -3.075 -0.04 0.04 -0.08
H 0.392 -0.394 -3.023 0.00 -0.01 -0.01
H 1.951 0.070 -2.373 0.02 -0.01 -0.01
H 2.145 -1.913 -3.780 0.00 0.00 -0.01
H 3.102 -0.602 -4.421 0.00 0.01 0.01
H 1.985 -1.763 -6.232 -0.01 0.00 -0.01
H 1.364 -0.137 -6.144 0.02 0.00 0.00
H -0.042 -2.614 -5.006 -0.01 0.00 0.01
H -0.476 -1.788 -6.501 0.00 -0.01 0.00
H -0.696 -0.978 -4.957 0.00 0.00 0.00
C 1.603 -0.414 7.036 0.01 0.01 -0.01
C 2.153 0.743 6.210 0.00 -0.01 0.01
C 1.265 1.123 5.026 -0.01 0.01 -0.01
C 1.055 0.002 4.005 0.01 0.01 -0.01
C 2.336 -0.568 3.400 -0.01 0.00 -0.07
C 3.162 0.459 2.634 0.01 -0.01 -0.02
H 1.533 -1.333 6.452 0.00 0.00 0.00
H 2.243 -0.622 7.894 0.00 0.01 0.00
H 0.605 -0.183 7.414 -0.01 -0.01 -0.01
H 3.159 0.496 5.858 0.00 0.01 -0.01
H 2.268 1.621 6.850 0.00 0.00 0.01
H 1.691 2.000 4.529 0.01 0.00 -0.01
H 0.286 1.435 5.404 0.00 0.00 0.01
H 0.420 0.383 3.192 -0.01 -0.02 -0.01
H 0.485 -0.810 4.462 -0.01 0.01 0.01
H 2.065 -1.383 2.724 0.03 -0.03 0.03
H 2.955 -1.021 4.178 -0.03 0.01 0.04
H 2.571 0.916 1.833 0.01 0.02 0.01
H 4.035 -0.001 2.171 0.00 0.00 0.00
H 3.518 1.263 3.278 -0.01 0.00 0.01
C 0.189 -2.114 0.159 -0.04 0.10 -0.04
C -1.164 -2.323 0.832 0.02 0.02 0.03
C -1.104 -3.278 2.024 0.00 0.00 0.01
C -0.633 -4.694 1.685 0.00 0.00 0.01
C -1.459 -5.404 0.613 -0.01 0.00 0.00
C -2.925 -5.584 0.992 0.01 0.01 -0.01
H 0.582 -3.040 -0.261 0.00 0.00 0.00
H 0.113 -1.391 -0.657 0.01 -0.02 -0.02
H 0.923 -1.739 0.878 0.02 -0.02 -0.01
H -1.886 -2.684 0.095 -0.01 -0.01 0.01
H -1.547 -1.359 1.181 0.00 0.01 -0.02
H -2.090 -3.321 2.493 0.00 -0.01 0.00
H -0.431 -2.859 2.779 0.00 0.01 0.00
H -0.654 -5.291 2.602 0.00 -0.01 0.00
H 0.414 -4.668 1.370 0.00 0.01 0.00
H -1.013 -6.383 0.426 -0.01 0.00 -0.01
H -1.391 -4.858 -0.333 0.01 0.00 0.00
H -3.019 -6.143 1.925 0.00 0.01 0.01
H -3.467 -6.131 0.221 0.00 -0.01 0.00
H -3.430 -4.625 1.129 0.00 0.00 0.00
```
Positions in Å, forces in eV/Å.

Atom charges from the Mulliken analysis, given in e for atoms 1 to 2: atom 1 (N): -0.022, atom 2 (C): -0.004

No. 2
C5H19O5 | ωB97M-V/def2-TZVPD

For the HOMO energy (spin up / spin down), the calculation gives -10.2 / -10.2 eV. Its charge is 0. Its multiplicity is 2. For the LUMO energy (spin up / spin down), the calculation gives 0.55 / -1.26 eV. The frontier orbital gap (spin up / spin down) is 10.8 / 9.0 eV.

XYZ file:
```
29
Properties=species:S:1:pos:R:3:forces:R:3
C 0.354 0.382 -0.116 0.29 1.12 -0.08
O 0.285 1.801 0.009 -0.37 -2.10 0.10
H 1.350 0.027 0.148 0.23 0.04 -0.30
H -0.364 -0.286 0.361 -0.57 0.74 0.79
H 0.131 0.167 -1.161 0.42 0.23 -0.54
C -3.395 -0.026 -1.724 0.65 -0.16 0.38
O -3.225 1.397 -1.643 -0.68 -0.80 -0.66
H -3.954 -0.424 -2.571 -0.17 0.56 -0.29
H -2.398 -0.455 -1.824 0.00 -0.14 0.29
H -3.893 -0.403 -0.831 0.14 -0.05 0.15
H -3.968 1.729 -2.151 0.06 0.57 0.10
C 2.098 0.041 3.509 2.20 0.95 -0.79
O 1.761 1.393 3.845 -0.90 -0.60 0.10
H 1.625 -0.358 2.612 -1.18 0.08 0.62
H 3.095 0.168 3.088 0.62 -0.45 0.16
H 2.225 -0.646 4.345 -0.67 0.00 -0.05
H 1.830 1.491 4.798 -0.07 0.00 -0.03
C 3.458 1.551 -2.675 0.92 0.74 -0.49
O 3.580 2.968 -3.047 -0.37 -1.70 0.37
H 4.002 1.355 -1.751 -0.46 0.16 0.42
H 2.422 1.213 -2.657 0.04 0.11 0.20
H 4.007 0.933 -3.386 -0.18 0.32 -0.46
H 2.874 3.381 -2.545 0.03 0.36 -0.01
C -2.049 -2.730 0.727 0.51 1.78 -0.05
O -2.966 -3.714 0.916 -1.11 -2.77 0.07
H -1.565 -2.802 -0.247 -0.45 -0.11 -0.24
H -2.667 -1.835 0.806 1.01 0.97 -0.21
H -1.213 -2.735 1.425 -0.04 0.09 0.47
H -3.439 -3.583 1.741 0.10 0.04 -0.03
```
Positions in Å, forces in eV/Å.

Atom charges from the Mulliken analysis, given in e for atoms 1 to 2: atom 1 (C): -0.445, atom 2 (O): -0.302

No. 3
C6H15PS2 | ωB97M-V/def2-TZVPD

For the HOMO energy, the calculation gives -8.7 eV. Its charge is 0. The SMILES is CCSP(=S)(CC)CC. For the LUMO energy, the calculation gives 0.37 eV. The frontier orbital gap is 9.1 eV.

XYZ file:
```
24
Properties=species:S:1:pos:R:3:forces:R:3
C -1.429 -2.320 1.973 0.86 1.20 -3.55
C 0.068 -2.159 1.825 -0.79 1.37 -1.10
S 0.628 -1.948 0.142 -0.28 2.87 -0.89
P 0.239 0.440 -0.084 0.34 -2.20 0.38
S -0.336 1.346 1.592 0.57 -0.65 -1.38
C -1.012 0.332 -1.393 2.34 2.62 -2.10
C -1.709 1.693 -1.689 0.55 0.43 1.94
C 1.947 0.756 -0.797 -1.74 -1.46 -0.20
C 2.865 0.834 0.362 -1.49 -1.69 1.97
H -1.953 -1.353 1.746 0.35 -1.03 0.02
H -1.650 -3.132 1.247 -0.70 0.54 0.73
H -1.562 -2.555 2.948 -1.11 -1.08 3.03
H 0.553 -3.062 1.957 0.97 -1.97 1.33
H 0.484 -1.371 2.418 0.30 0.32 0.56
H -0.523 -0.021 -2.336 -0.10 -0.03 0.90
H -1.728 -0.336 -1.117 -1.81 -2.12 0.83
H -2.474 1.711 -0.867 0.21 0.53 -1.14
H -1.021 2.606 -1.436 -1.25 -1.60 -1.09
H -2.143 1.632 -2.705 0.21 0.61 0.72
H 2.175 -0.138 -1.423 -0.31 0.28 0.58
H 2.049 1.535 -1.497 -0.42 1.57 -0.55
H 2.879 -0.251 0.734 0.86 1.67 -0.10
H 3.729 1.262 -0.003 2.47 0.25 -0.28
H 2.508 1.483 1.193 0.00 -0.42 -0.61
```
Positions in Å, forces in eV/Å.

Atom charges from the Mulliken analysis, given in e for atoms 1 to 2: atom 1 (C): -0.948, atom 2 (C): -0.661